{"formula": "C17H23I2N4OPt", "method": "ωB97M-V/def2-TZVPD", "energy_ha": -1669.480886, "charge": 3, "largest_force_ev_per_a": 0.83, "homo_lumo_gap_ev": [4.45, 4.46], "de_lowest_ev": 0.562, "elements": ["Pt", "I", "C", "C", "C", "I", "C", "O", "C", "C", "N", "C", "C", "C", "C", "C", "C", "N", "C", "H", "H", "H", "H", "H", "H", "H", "H", "H", "H", "H", "C", "C", "C", "C", "N", "N", "H", "H", "H", "H", "H", "H", "H", "H", "H", "H", "H", "H"], "positions_angstrom": [[-0.683, 0.504, 0.512], [-6.110, -2.562, -3.791], [-4.370, -1.892, -3.071], [-3.332, -1.531, -3.949], [-2.157, -1.048, -3.451], [-0.619, -0.530, -4.660], [-2.000, -0.856, -1.966], [-0.994, -0.302, -1.542], [-3.070, -1.364, -1.061], [-2.876, -1.454, 0.440], [-2.580, -0.138, 1.062], [-2.619, -0.111, 2.559], [-1.308, -0.547, 3.134], [-1.186, -1.212, 4.334], [0.082, -1.533, 4.804], [1.189, -1.199, 4.040], [0.996, -0.544, 2.840], [-0.226, -0.205, 2.406], [-4.198, -1.825, -1.621], [-3.473, -1.640, -5.017], [-3.793, -1.865, 0.865], [-2.059, -2.137, 0.684], [-3.298, 0.517, 0.757], [-2.780, 0.935, 2.829], [-3.460, -0.688, 2.945], [-2.071, -1.474, 4.900], [0.200, -2.048, 5.748], [2.191, -1.444, 4.360], [1.833, -0.284, 2.208], [-5.010, -2.196, -1.007], [1.308, 3.387, -1.910], [0.894, 3.909, -0.541], [-0.459, 4.609, -0.621], [1.959, 4.858, 0.013], [0.755, 2.764, 0.416], [1.071, 1.436, 0.087], [1.316, 4.222, -2.607], [0.591, 2.662, -2.319], [2.316, 2.962, -1.911], [-0.375, 5.522, -1.209], [-0.810, 4.887, 0.374], [-1.205, 3.964, -1.092], [2.167, 5.649, -0.708], [2.892, 4.331, 0.215], [1.614, 5.336, 0.931], [0.780, 2.946, 1.407], [1.925, 1.094, 0.534], [1.251, 1.418, -0.919]]}


{"formula": "C17H23N", "method": "ωB97M-V/def2-TZVPD", "energy_ha": -716.238423, "largest_force_ev_per_a": 1.01, "homo_lumo_gap_ev": 9.00, "de_lowest_ev": 0.000, "elements": ["C", "C", "C", "C", "C", "C", "C", "C", "C", "C", "C", "C", "C", "N", "C", "C", "C", "C", "H", "H", "H", "H", "H", "H", "H", "H", "H", "H", "H", "H", "H", "H", "H", "H", "H", "H", "H", "H", "H", "H", "H"], "positions_angstrom": [[-2.288, -1.397, 1.402], [-2.661, -0.132, 1.477], [-2.983, 0.710, 0.284], [-1.751, 1.415, -0.379], [-0.650, 0.468, -0.491], [0.248, -0.324, -0.610], [1.300, -1.266, -0.706], [2.051, -1.381, -1.875], [3.072, -2.305, -1.954], [3.372, -3.136, -0.878], [4.487, -4.132, -0.985], [2.620, -3.016, 0.284], [1.595, -2.095, 0.375], [-1.291, 2.660, 0.208], [-1.140, 2.721, 1.647], [-0.002, 1.837, 2.148], [-1.795, 3.866, -0.406], [-3.268, 4.208, -0.142], [-2.056, -1.975, 2.281], [-2.192, -1.905, 0.457], [-2.745, 0.343, 2.446], [-3.418, 0.069, -0.486], [-3.713, 1.475, 0.552], [-2.057, 1.664, -1.405], [1.826, -0.740, -2.716], [3.650, -2.389, -2.864], [4.586, -4.706, -0.067], [5.431, -3.625, -1.182], [4.303, -4.821, -1.809], [2.841, -3.654, 1.129], [1.014, -2.008, 1.282], [-0.905, 3.760, 1.897], [-2.067, 2.459, 2.181], [0.170, 2.029, 3.205], [0.907, 2.056, 1.595], [-0.238, 0.786, 2.016], [-1.173, 4.693, -0.048], [-1.636, 3.786, -1.486], [-3.465, 4.254, 0.927], [-3.928, 3.469, -0.590], [-3.501, 5.178, -0.575]]}


Please write out number 1 again, unchanged.
{"formula": "C17H23I2N4OPt", "method": "ωB97M-V/def2-TZVPD", "energy_ha": -1669.480886, "charge": 3, "largest_force_ev_per_a": 0.83, "homo_lumo_gap_ev": [4.45, 4.46], "de_lowest_ev": 0.562, "elements": ["Pt", "I", "C", "C", "C", "I", "C", "O", "C", "C", "N", "C", "C", "C", "C", "C", "C", "N", "C", "H", "H", "H", "H", "H", "H", "H", "H", "H", "H", "H", "C", "C", "C", "C", "N", "N", "H", "H", "H", "H", "H", "H", "H", "H", "H", "H", "H", "H"], "positions_angstrom": [[-0.683, 0.504, 0.512], [-6.110, -2.562, -3.791], [-4.370, -1.892, -3.071], [-3.332, -1.531, -3.949], [-2.157, -1.048, -3.451], [-0.619, -0.530, -4.660], [-2.000, -0.856, -1.966], [-0.994, -0.302, -1.542], [-3.070, -1.364, -1.061], [-2.876, -1.454, 0.440], [-2.580, -0.138, 1.062], [-2.619, -0.111, 2.559], [-1.308, -0.547, 3.134], [-1.186, -1.212, 4.334], [0.082, -1.533, 4.804], [1.189, -1.199, 4.040], [0.996, -0.544, 2.840], [-0.226, -0.205, 2.406], [-4.198, -1.825, -1.621], [-3.473, -1.640, -5.017], [-3.793, -1.865, 0.865], [-2.059, -2.137, 0.684], [-3.298, 0.517, 0.757], [-2.780, 0.935, 2.829], [-3.460, -0.688, 2.945], [-2.071, -1.474, 4.900], [0.200, -2.048, 5.748], [2.191, -1.444, 4.360], [1.833, -0.284, 2.208], [-5.010, -2.196, -1.007], [1.308, 3.387, -1.910], [0.894, 3.909, -0.541], [-0.459, 4.609, -0.621], [1.959, 4.858, 0.013], [0.755, 2.764, 0.416], [1.071, 1.436, 0.087], [1.316, 4.222, -2.607], [0.591, 2.662, -2.319], [2.316, 2.962, -1.911], [-0.375, 5.522, -1.209], [-0.810, 4.887, 0.374], [-1.205, 3.964, -1.092], [2.167, 5.649, -0.708], [2.892, 4.331, 0.215], [1.614, 5.336, 0.931], [0.780, 2.946, 1.407], [1.925, 1.094, 0.534], [1.251, 1.418, -0.919]]}